87
Properties=species:S:1:pos:R:3:forces:R:3:lowdin_charge:R:1 method="wB97M-V/def2-TZVPD" lumo_energy_ev="-7.25 / -7.26" charge=+2 e_above_lowest_ev=2.1455 multiplicity=1 homo_energy_ev="-12.3 / -12.3"
Os 1.087191 0.573294 -0.674833 0.024 0.540 0.062 0.498
S -2.899358 6.333753 1.344490 -0.054 0.089 0.024 0.694
C -1.994624 5.079934 0.919479 0.147 -0.247 -0.055 -1.461
S -2.669150 3.486621 0.549295 -0.298 0.131 0.074 0.924
C -1.186365 2.696397 0.192173 0.295 0.025 -0.059 -1.096
C -0.043548 3.456950 0.282160 -0.352 -0.097 0.064 -1.102
S 1.447511 2.746668 -0.008328 -0.004 -1.024 -0.250 0.716
S -0.248755 5.115488 0.760776 0.007 0.227 0.110 0.947
S -1.120934 1.040709 -0.197965 0.135 0.048 -0.067 0.609
Ge 3.317302 0.040316 0.282216 -0.143 0.187 0.594 0.886
C 4.276217 -1.600144 0.531612 -0.118 -0.252 -0.161 -0.397
C 4.764902 -2.313784 -0.566407 0.067 0.061 -0.001 -0.135
C 5.441714 -3.508870 -0.379667 0.022 -0.006 0.028 -0.065
C 5.628738 -4.004090 0.905326 -0.003 -0.001 0.006 -0.054
C 5.159650 -3.294877 2.002544 0.001 -0.019 -0.011 -0.061
C 4.487870 -2.094751 1.817183 -0.017 0.005 0.028 -0.123
C 3.341353 0.782105 -1.519899 0.012 0.168 -0.168 -0.508
C 3.936806 2.053287 -1.701483 -0.045 -0.119 -0.142 -0.151
C 4.023866 2.603126 -2.957548 0.055 0.047 -0.089 -0.038
C 3.463502 1.942871 -4.057245 0.054 0.069 0.047 -0.023
C 2.851907 0.716081 -3.902448 -0.089 -0.035 0.027 -0.044
C 2.805851 0.126307 -2.637932 0.144 -0.075 -0.099 -0.185
H 3.772900 1.034319 1.358411 -0.009 0.066 -0.127 -0.013
H 4.638397 -1.927432 -1.572571 -0.008 0.005 0.009 0.101
H 5.835818 -4.049813 -1.229876 -0.005 0.007 -0.009 0.114
H 6.156653 -4.936787 1.052678 0.008 0.003 -0.003 0.115
H 5.327763 -3.671922 3.002417 -0.004 0.003 0.006 0.114
H 4.138409 -1.544859 2.684212 0.001 0.016 -0.003 0.104
H 4.345483 2.589948 -0.854042 -0.021 -0.005 0.019 0.104
H 4.515171 3.556798 -3.096826 0.002 -0.002 -0.008 0.124
H 3.522789 2.396416 -5.037833 -0.004 0.004 -0.001 0.123
H 2.438632 0.197363 -4.757241 -0.033 -0.002 0.014 0.115
H 2.400695 -0.875628 -2.551978 0.122 -0.060 -0.006 0.067
C 1.520428 -3.134326 -0.008719 0.083 0.003 -0.116 -0.208
P 0.478493 -1.736176 -0.504687 -0.126 0.392 0.368 0.834
C -0.905283 -2.113796 0.699891 -0.018 -0.166 0.160 -0.619
C -0.816460 -1.350368 1.930180 0.047 -0.048 -0.026 -0.169
C -1.202961 -1.865006 3.122960 0.056 -0.043 0.055 -0.057
C -1.696589 -3.196411 3.250365 0.070 0.009 -0.012 -0.046
C -1.792924 -3.971681 2.147609 -0.110 -0.028 -0.087 -0.073
C -1.463458 -3.449517 0.850023 0.372 -0.047 0.041 -0.360
C 0.033787 -2.018299 -2.234367 0.062 -0.102 0.020 -0.410
C -0.900568 -1.194405 -2.871442 0.091 0.126 -0.042 -0.149
C -1.062191 -1.258773 -4.249109 0.018 0.007 -0.031 -0.059
C -0.279927 -2.119757 -5.004872 -0.015 0.004 0.000 -0.050
C 0.666456 -2.926142 -4.382349 0.007 0.028 0.042 -0.049
C 0.823785 -2.876418 -3.006403 -0.038 -0.129 -0.047 -0.111
H 1.000776 -4.072006 -0.206402 -0.008 0.003 0.006 0.064
H 1.718067 -3.049113 1.060849 0.014 -0.006 -0.003 0.072
H 2.476495 -3.138355 -0.524230 0.001 0.007 0.015 0.029
H -0.352173 -0.377400 1.896060 -0.042 0.068 -0.038 0.060
H -1.075713 -1.263796 4.014504 -0.003 -0.001 0.002 0.129
H -1.927204 -3.595824 4.228433 -0.016 0.010 0.003 0.126
H -2.089888 -5.009997 2.213337 -0.047 0.016 0.014 0.121
H -1.214470 -4.183725 0.091697 -0.162 0.046 -0.111 0.083
H -1.496587 -0.495075 -2.303705 -0.073 -0.025 0.028 0.028
H -1.795946 -0.627312 -4.732542 0.012 0.018 0.005 0.121
H -0.403361 -2.161830 -6.078955 0.000 0.000 0.000 0.120
H 1.285908 -3.591260 -4.969043 -0.022 -0.022 -0.003 0.121
H 1.566049 -3.515318 -2.543588 -0.018 0.024 -0.001 0.106
C -5.230898 -3.487902 -2.098701 -0.017 0.015 -0.045 -0.204
Si -3.614686 -4.094335 -1.420219 0.024 0.029 0.248 0.397
C -3.810414 -5.510777 -0.231055 -0.046 -0.061 -0.053 -0.193
C -2.337842 -4.435566 -2.715335 -0.010 -0.033 -0.026 -0.186
As -2.887689 -2.147463 -0.142119 0.074 0.261 -0.264 1.182
Si -4.604691 -1.368859 1.368252 -0.017 -0.082 0.003 0.379
C -5.616621 -0.489353 0.075802 0.044 0.021 -0.079 -0.207
C -3.968031 -0.134865 2.597625 0.022 0.005 0.008 -0.183
C -5.478047 -2.824385 2.118035 -0.003 -0.021 0.054 -0.192
H -5.617633 -4.236871 -2.795431 -0.001 0.000 -0.001 0.053
H -5.122151 -2.550806 -2.647020 -0.009 -0.006 -0.011 0.042
H -5.980059 -3.353004 -1.317795 -0.007 -0.018 0.002 0.029
H -4.465293 -6.261357 -0.682699 0.018 -0.015 0.005 0.054
H -4.264258 -5.205535 0.711886 -0.015 0.000 -0.004 0.021
H -2.859684 -6.001448 -0.016166 0.003 -0.008 -0.005 0.039
H -2.653852 -5.323327 -3.271243 0.014 0.002 -0.013 0.058
H -1.355869 -4.648461 -2.291336 0.002 -0.031 -0.001 0.028
H -2.236496 -3.608472 -3.417590 -0.005 -0.019 -0.008 0.025
H -5.025557 0.289702 -0.411738 -0.022 0.032 0.024 0.036
H -6.469028 -0.005788 0.559734 -0.001 -0.003 0.010 0.054
H -6.008257 -1.145467 -0.700529 -0.022 -0.021 0.014 0.015
H -3.286382 0.580443 2.133867 -0.010 0.023 0.007 0.014
H -3.472304 -0.581276 3.456150 -0.041 -0.012 0.017 0.025
H -4.841058 0.415113 2.961712 0.026 0.037 0.012 0.055
H -5.729664 -3.575926 1.368833 -0.037 0.016 -0.006 0.019
H -6.414988 -2.486077 2.568583 0.011 0.002 0.023 0.052
H -4.886443 -3.300948 2.900850 0.002 -0.011 -0.009 0.034

***

30
Properties=species:S:1:pos:R:3:forces:R:3:lowdin_charge:R:1 method="wB97M-V/def2-TZVPD" lumo_energy_ev=-12.91 charge=+3 e_above_lowest_ev=3.5332 multiplicity=1 homo_energy_ev=-17.0
Re -1.330797 0.735462 1.392340 0.082 0.254 -0.035 0.832
S 1.037268 6.009896 3.498407 0.053 0.006 0.000 0.383
As -0.904362 6.042678 3.640469 0.043 0.360 0.191 0.259
S -1.285549 2.968983 1.193294 -0.004 -0.654 -0.071 0.629
S -1.401320 0.240459 3.359237 0.013 0.023 -0.022 0.522
S -2.839071 6.179531 3.829899 -0.038 0.000 0.005 0.381
O -5.128439 2.220907 1.378055 -0.005 -0.037 -0.002 -0.099
Cl -3.984105 2.245139 0.600588 0.110 -0.014 -0.113 0.860
O -3.035824 3.314946 1.237541 -0.037 0.040 0.006 -0.652
O -4.076577 2.427046 -0.770554 -0.013 0.030 -0.016 -0.113
O -3.191792 0.896083 0.825876 -0.256 0.016 0.190 -0.526
O 4.840674 -0.096924 -1.677889 -0.011 0.003 0.062 -0.018
C 4.397241 -1.420417 -1.567214 -0.013 -0.034 -0.010 -0.212
N 2.956335 -1.267881 -1.364717 0.028 0.086 0.163 0.105
C 2.164636 -2.308416 -1.085728 -0.018 -0.048 -0.035 -0.459
O 2.507961 -3.460935 -0.964757 0.006 0.007 -0.015 0.143
C 0.686205 -2.015206 -0.876384 0.019 0.015 -0.001 -0.051
C -0.241552 -2.967502 -1.319475 -0.005 0.019 0.000 0.113
C -1.600490 -2.798886 -1.081109 0.017 -0.011 -0.009 0.048
C -2.027017 -1.707317 -0.358329 0.011 -0.004 -0.017 -0.042
N -1.128936 -0.811702 0.106984 0.030 -0.070 -0.154 -0.177
C 0.197620 -0.953407 -0.160067 -0.009 0.021 0.075 -0.060
H 5.768507 -0.081229 -1.935913 0.019 0.001 -0.040 0.116
H 4.819811 -1.944016 -0.706912 -0.010 -0.010 0.002 0.142
H 4.580389 -2.007098 -2.470827 0.012 0.018 -0.012 0.147
H 2.598593 -0.351912 -1.586624 -0.021 -0.047 -0.133 0.146
H 0.134467 -3.841075 -1.840811 -0.004 -0.007 0.008 0.160
H -2.324925 -3.520951 -1.432245 0.001 0.001 -0.009 0.147
H -3.066739 -1.534865 -0.116438 0.002 0.008 0.001 0.137
H 0.877790 -0.191391 0.253300 -0.004 0.025 -0.011 0.138

***

14
Properties=species:S:1:pos:R:3:forces:R:3:lowdin_charge:R:1 method="wB97M-V/def2-TZVPD" lumo_energy_ev="0.90 / -2.90" e_above_lowest_ev=1.2253 s2=2.0169 multiplicity=3 homo_energy_ev="-6.1 / -11.2"
C 2.170479 -0.320419 0.500935 -3.374 0.817 -0.059 -0.171
C 0.526391 1.382884 -0.008931 -2.107 7.786 -2.655 -0.054
C 0.873120 0.187203 0.440581 4.589 -7.750 3.950 -0.265
C -0.908504 1.197628 0.064446 -1.910 -1.361 0.333 -0.092
C -0.501761 -0.310712 0.521772 -2.592 0.912 -1.124 -0.258
C -0.627332 -1.336444 -0.582862 1.226 1.610 -1.684 -0.055
N 3.310894 -0.489465 0.466114 2.202 -0.636 0.070 0.158
H 1.151179 2.153007 -0.312970 0.759 1.477 -0.566 0.098
H -1.587100 1.655035 0.806492 0.834 0.406 0.317 0.115
H -1.546512 1.300653 -0.834258 0.564 -0.257 -0.137 0.116
H -1.046609 -0.670181 1.410036 0.775 0.219 -0.013 0.151
H -0.021209 -1.025519 -1.524001 -0.889 -0.669 1.650 0.137
H -1.598025 -1.615452 -0.898315 -1.225 -0.015 -0.083 0.067
H -0.195010 -2.108216 -0.049039 1.148 -2.538 0.001 0.055